# C77H196N14O17

A 17-piece molecular cluster, C77H196N14O17 overall in a non-equilibrium geometry (the ωB97M-V functional and the def2-TZVPD basis, the Open Molecules 2025 dataset).

The value obtained for the HOMO-LUMO gap is 8.22 eV. The total energy comes out at -138677.112 eV.

```
! wB97M-V def2-TZVPD RIJCOSX def2/J DEFGRID3
* xyz 0 1
C 19.96997 -3.77294 -0.28856
C 18.94051 -4.68255 0.43651
C 19.23203 -6.23405 0.48452
O 19.27444 -6.82232 -0.78090
C 20.14225 -7.98441 -0.88877
N 18.69038 -4.20636 1.77632
H 20.01563 -2.76140 0.11492
H 19.79031 -3.70118 -1.36126
H 20.94506 -4.25357 -0.20920
H 18.01903 -4.56114 -0.13290
H 18.49449 -6.76685 1.08473
H 20.17135 -6.33983 1.02729
H 20.20697 -8.42870 -1.88200
H 19.66986 -8.71113 -0.22784
H 21.13214 -7.83248 -0.45849
H 18.26293 -3.29131 1.78464
H 19.51395 -4.09209 2.34970
C 22.16693 -17.53490 2.28880
C 22.57689 -18.00285 3.74234
C 23.51522 -19.29924 3.72093
O 23.84392 -19.66204 5.06826
C 24.70590 -20.82476 5.20895
N 23.13547 -16.88456 4.45876
H 21.46965 -16.69717 2.29955
H 21.82297 -18.37914 1.69126
H 23.05689 -17.10329 1.83077
H 21.59419 -18.22814 4.15664
H 24.40295 -19.11620 3.11552
H 23.03935 -20.18978 3.31032
H 25.58477 -20.60834 4.60161
H 24.17681 -21.75511 5.00253
H 25.08862 -20.83627 6.22949
H 22.52254 -16.08221 4.43333
H 23.10738 -17.18005 5.42416
C 20.37575 -12.22027 -4.14113
C 20.60101 -11.61619 -5.60576
C 21.09067 -12.75920 -6.65179
O 22.40519 -13.10797 -6.32500
C 23.09031 -13.90897 -7.25436
N 19.23356 -11.41839 -6.01703
H 21.19031 -12.78429 -3.68675
H 19.64703 -13.02375 -4.24828
H 20.04543 -11.47083 -3.42187
H 21.12767 -10.66336 -5.55248
H 20.96044 -12.42074 -7.67969
H 20.51991 -13.68356 -6.56295
H 22.65633 -14.90641 -7.32424
H 24.13389 -13.94994 -6.94234
H 23.07692 -13.39196 -8.21384
H 18.73619 -10.78709 -5.40532
H 19.26227 -10.98409 -6.92844
C 19.44637 -25.26034 -4.63000
C 20.03560 -23.87900 -4.18768
C 19.16195 -22.78053 -4.66904
O 18.95202 -22.80824 -6.09078
C 18.98353 -21.44066 -6.71344
N 20.31009 -23.94813 -2.81409
H 20.04613 -26.07050 -4.21524
H 19.49782 -25.39935 -5.70987
H 18.42649 -25.25922 -4.24537
H 20.98185 -23.75172 -4.71351
H 19.56065 -21.78853 -4.45673
H 18.24378 -22.72737 -4.08402
H 18.84182 -21.50092 -7.79251
H 20.04716 -21.20252 -6.72118
H 18.30663 -20.66883 -6.34713
H 21.18148 -24.45871 -2.80464
H 20.42372 -23.02878 -2.41161
C 18.36347 -16.57764 7.62107
C 19.56323 -15.99890 8.39858
C 20.78245 -15.73936 7.40686
O 21.91500 -15.29292 8.25820
C 22.92976 -14.48864 7.60247
N 19.11686 -14.77801 9.02210
H 17.39472 -16.59069 8.12052
H 18.63329 -17.58173 7.29378
H 18.22705 -16.15453 6.62585
H 19.88067 -16.75475 9.11693
H 20.51429 -14.97575 6.67674
H 21.12712 -16.57445 6.79700
H 23.62525 -13.92560 8.22486
H 22.52283 -13.64851 7.03970
H 23.54361 -15.09302 6.93464
H 19.89701 -14.17757 9.24779
H 18.72434 -14.35204 8.19471
C 17.08266 -14.93941 -7.88518
C 16.21551 -16.07561 -8.33827
C 15.75255 -15.86038 -9.79033
O 15.16099 -17.04979 -10.15920
C 14.47355 -17.03654 -11.36893
N 16.96889 -17.30253 -8.30310
H 16.66865 -13.93181 -7.84731
H 17.84519 -14.81046 -8.65331
H 17.57919 -15.19377 -6.94877
H 15.37065 -16.31580 -7.69280
H 16.50243 -15.58012 -10.53008
H 15.00854 -15.06468 -9.82795
H 14.29255 -18.09092 -11.57779
H 15.07620 -16.76060 -12.23424
H 13.50818 -16.53388 -11.42812
H 16.40974 -17.71227 -9.03765
H 17.82347 -17.14322 -8.81731
C 18.40812 -16.60561 0.96458
C 19.36361 -15.75392 -0.01155
C 19.29187 -16.23445 -1.44096
O 19.98813 -15.34042 -2.25376
C 20.42715 -15.90026 -3.52673
N 18.88309 -14.35526 0.08386
H 18.32250 -15.95918 1.83801
H 18.75385 -17.57022 1.33620
H 17.46763 -16.63250 0.41426
H 20.32494 -15.77579 0.50174
H 18.25896 -16.26218 -1.78799
H 19.61006 -17.25990 -1.62888
H 20.86769 -15.08774 -4.10451
H 19.69830 -16.51198 -4.05842
H 21.28742 -16.53763 -3.32229
H 19.28115 -13.59340 -0.44644
H 17.88633 -14.37552 -0.07790
C 21.18495 -21.72494 0.53478
C 20.56587 -20.42525 -0.08475
C 21.31752 -19.96523 -1.25249
O 21.43005 -21.02146 -2.20297
C 22.01853 -20.67345 -3.43448
N 19.20049 -20.79998 -0.49924
H 21.28948 -22.53969 -0.18171
H 20.75864 -22.03863 1.48765
H 22.18913 -21.37769 0.77797
H 20.41859 -19.73314 0.74435
H 22.27652 -19.60875 -0.87655
H 20.87447 -19.06891 -1.68656
H 21.13276 -20.25810 -3.91512
H 22.33855 -21.56674 -3.97088
H 22.91367 -20.05162 -3.42310
H 18.90320 -21.22207 0.36884
H 19.14435 -21.61216 -1.09700
C 24.33054 -10.93226 -4.76932
C 24.90666 -11.97197 -3.81304
C 25.43616 -13.28215 -4.46730
O 25.95312 -14.23461 -3.54093
C 25.04550 -14.86065 -2.56055
N 26.02836 -11.35764 -3.16260
H 25.04610 -10.69677 -5.55712
H 24.14002 -9.99211 -4.25172
H 23.38551 -11.09762 -5.28669
H 24.06773 -12.12802 -3.13484
H 26.26294 -13.15274 -5.16571
H 24.76472 -13.86252 -5.10010
H 24.97113 -14.15657 -1.73180
H 25.55108 -15.78625 -2.28530
H 24.06253 -15.12868 -2.94789
H 26.50409 -12.14181 -2.73969
H 26.69971 -10.92891 -3.78355
C 16.17582 -14.11567 -2.92057
C 16.43409 -12.89774 -2.22425
C 16.46439 -11.59141 -3.04564
O 16.23106 -10.47146 -2.25274
C 17.46922 -9.92250 -1.91043
N 15.48437 -12.74034 -1.11709
H 15.43724 -13.86299 -3.68133
H 15.95795 -14.96593 -2.27428
H 17.09329 -14.25180 -3.49311
H 17.39873 -12.91330 -1.71698
H 15.61650 -11.61826 -3.73009
H 17.30546 -11.70476 -3.72963
H 18.05865 -10.69485 -1.41631
H 17.30138 -9.16155 -1.14827
H 18.03458 -9.47813 -2.72958
H 14.57120 -13.03811 -1.42941
H 15.35357 -11.73906 -1.09665
C 16.04210 -13.44734 7.06994
C 15.08953 -14.11412 6.05796
C 15.77157 -14.21650 4.66717
O 15.80999 -12.92516 4.17190
C 16.18584 -12.81713 2.84617
N 14.79332 -15.34742 6.63364
H 16.26273 -12.40314 6.84842
H 17.01436 -13.93163 7.16103
H 15.58700 -13.53322 8.05665
H 14.17116 -13.58411 5.80540
H 15.19627 -14.83800 3.98096
H 16.75270 -14.64663 4.86835
H 16.38516 -11.77022 2.61737
H 15.35720 -13.27015 2.30189
H 17.05288 -13.35871 2.46800
H 15.51967 -16.04422 6.55018
H 14.79356 -15.27157 7.64079
C 22.54312 -12.03470 1.04874
C 22.61553 -12.27398 2.55888
C 23.36431 -11.01419 3.16632
C 22.54474 -9.71457 3.27089
C 21.31259 -10.12733 4.14955
C 20.52929 -11.29010 3.50660
N 21.39206 -12.43324 3.21843
O 20.66523 -13.56099 2.84092
C 19.54490 -11.74672 4.57147
C 19.73007 -10.69431 2.28180
C 23.67296 -13.43984 2.74450
H 22.20328 -12.90779 0.49169
H 23.51465 -12.01689 0.55487
H 21.93671 -11.17500 0.76361
H 23.70904 -11.16693 4.18902
H 24.25857 -10.82420 2.57277
H 22.44918 -9.20468 2.31226
H 22.92000 -8.97467 3.97788
H 20.65146 -9.30470 4.42209
H 21.64391 -10.46004 5.13323
H 19.07414 -11.00551 5.21730
H 18.68132 -12.28815 4.18524
H 20.09175 -12.27175 5.35466
H 20.32955 -9.93752 1.77586
H 19.28689 -11.50745 1.70691
H 19.03021 -10.11613 2.88512
H 24.56082 -13.26360 2.13724
H 23.28357 -14.37594 2.34427
H 24.00005 -13.49567 3.78276
H 20.10488 -13.33137 2.09601
C 23.24453 -17.68738 -9.16591
C 21.86325 -17.96030 -9.88361
C 21.39531 -16.66391 -10.59462
C 22.07296 -16.43889 -11.92620
C 22.10290 -17.65324 -12.87374
C 22.70343 -18.91377 -12.13463
N 21.94919 -19.12562 -10.80460
O 22.21129 -20.34637 -10.23990
C 22.30056 -20.09567 -13.04854
C 24.30222 -18.81729 -12.02889
C 20.85412 -18.30259 -8.72962
H 23.87358 -18.57295 -9.07565
H 23.06481 -17.19907 -8.20812
H 23.95498 -17.00018 -9.62539
H 20.30947 -16.75262 -10.56011
H 21.46167 -15.84431 -9.87912
H 23.11150 -16.11422 -11.86210
H 21.48149 -15.71360 -12.48498
H 22.78284 -17.45078 -13.70126
H 21.09128 -17.85775 -13.22432
H 21.21091 -20.11461 -13.02840
H 22.72285 -19.83430 -14.01883
H 22.70509 -21.06740 -12.76535
H 24.74161 -19.73924 -11.64804
H 24.69287 -18.57040 -13.01608
H 24.59273 -18.04820 -11.31321
H 20.41027 -17.50414 -8.13499
H 21.34120 -18.82710 -7.90759
H 20.04006 -18.98850 -8.96404
H 21.37167 -20.81066 -10.27271
C 12.08398 -21.49880 1.10583
C 12.13128 -20.89830 -0.32952
C 11.12473 -19.74469 -0.50370
C 11.41841 -18.37963 0.11710
C 12.77933 -17.93924 -0.28293
C 13.94531 -19.00661 -0.11374
N 13.49136 -20.34095 -0.64422
O 14.50815 -21.29952 -0.73447
C 15.28029 -18.52172 -0.73228
C 14.28200 -19.16943 1.41312
C 11.86430 -22.05219 -1.40692
H 12.15787 -20.72610 1.87105
H 13.03534 -22.00690 1.26351
H 11.31858 -22.25662 1.27307
H 10.97460 -19.55379 -1.56629
H 10.18018 -20.16016 -0.15257
H 11.48086 -18.62252 1.17786
H 10.59036 -17.68693 -0.03323
H 13.06248 -17.10780 0.36253
H 12.74755 -17.65683 -1.33523
H 15.34277 -18.72620 -1.80110
H 15.27176 -17.44511 -0.56219
H 16.19015 -19.03442 -0.42020
H 13.48860 -18.78040 2.05131
H 14.51535 -20.21507 1.61380
H 15.12920 -18.56933 1.74513
H 10.87671 -22.50584 -1.49035
H 12.46154 -22.94690 -1.23110
H 12.05833 -21.78653 -2.44609
H 14.46642 -21.62907 0.16623
C 24.71895 -17.68747 -4.54751
C 24.10157 -18.40588 -5.71542
O 24.35115 -19.76034 -5.80946
H 24.80357 -16.64100 -4.84051
H 25.73969 -18.03781 -4.39434
H 24.04273 -17.86496 -3.71125
H 24.77574 -18.26571 -6.56037
H 23.15307 -17.92516 -5.95493
H 24.09343 -20.11438 -6.66376
C 20.22964 -21.46473 6.59185
C 19.24172 -21.07837 5.55723
O 18.07668 -20.58935 6.14985
H 20.24144 -20.76447 7.42707
H 21.24257 -21.40723 6.19341
H 20.06849 -22.46544 6.99275
H 19.09534 -21.92269 4.88359
H 19.61276 -20.32303 4.86449
H 17.57149 -21.26680 6.60531
C 16.68129 -19.02717 -4.52082
C 17.60691 -19.70461 -3.49722
O 17.77242 -18.94415 -2.32022
H 16.92718 -17.98287 -4.71337
H 15.61661 -19.19948 -4.36307
H 16.85140 -19.51087 -5.48269
H 18.55846 -19.85984 -4.00571
H 17.20564 -20.66725 -3.18034
H 18.07421 -19.65491 -1.74983
*
```